# 1
Density functional theory data (wB97M-V/def2-TZVPD) for a structure of composition C39H50As3CrF18N8O4 at a distorted geometry.

Geometry (Å):
1 Cr 4.124 0.760 2.097
2 N 0.888 0.172 1.541
3 O 0.657 -0.343 0.428
4 O 0.038 0.370 2.345
5 O 2.078 0.458 1.782
6 C -1.525 0.952 5.850
7 C -1.314 2.487 5.703
8 O -1.746 3.261 6.522
9 N -0.411 2.868 4.515
10 H 0.591 2.782 4.612
11 H -0.742 2.401 3.684
12 C -0.535 4.408 4.255
13 H -0.577 0.439 6.010
14 H -2.057 0.497 5.014
15 H -2.176 0.826 6.715
16 H 0.071 4.942 4.987
17 H -1.577 4.726 4.305
18 H -0.128 4.523 3.251
19 C -7.333 -1.262 -0.346
20 N -6.234 -1.861 0.452
21 C -5.725 -3.033 0.035
22 C -4.645 -3.625 0.661
23 C -3.965 -2.983 1.704
24 C -4.480 -1.733 2.067
25 C -5.598 -1.215 1.443
26 C -2.781 -3.507 2.394
27 C -2.641 -4.803 2.925
28 C -1.458 -5.219 3.508
29 N -0.409 -4.365 3.475
30 C -0.518 -3.091 2.957
31 C -1.677 -2.671 2.339
32 C 0.888 -4.754 4.056
33 H -6.906 -0.776 -1.224
34 H -7.868 -0.691 0.413
35 H -8.136 -1.939 -0.639
36 H -6.207 -3.552 -0.782
37 H -4.447 -4.669 0.465
38 H -4.080 -1.197 2.915
39 H -5.844 -0.179 1.622
40 H -3.432 -5.538 2.908
41 H -1.264 -6.217 3.873
42 H 0.423 -2.562 2.979
43 H -1.716 -1.711 1.845
44 H 1.593 -3.923 4.034
45 H 1.217 -5.608 3.463
46 H 0.693 -5.048 5.087
47 C 2.689 9.336 -2.985
48 N 1.853 8.201 -2.526
49 C 1.373 7.391 -3.415
50 C 0.706 6.209 -3.062
51 C 0.535 5.957 -1.699
52 C 1.080 6.871 -0.787
53 C 1.806 8.037 -1.187
54 C 0.000 4.698 -1.322
55 C -1.216 4.641 -0.569
56 C -1.827 3.437 -0.344
57 N -1.216 2.273 -0.765
58 C -0.039 2.279 -1.464
59 C 0.649 3.501 -1.649
60 C -1.927 1.033 -0.430
61 H 2.752 10.046 -2.160
62 H 2.258 9.919 -3.799
63 H 3.631 8.855 -3.249
64 H 1.693 7.651 -4.413
65 H 0.280 5.539 -3.793
66 H 1.085 6.614 0.262
67 H 2.255 8.795 -0.562
68 H -1.828 5.519 -0.421
69 H -2.746 3.344 0.216
70 H 0.434 1.328 -1.660
71 H 1.619 3.538 -2.122
72 H -2.983 1.131 -0.686
73 H -1.977 1.026 0.658
74 H -1.475 0.178 -0.933
75 C 1.988 -2.825 -1.014
76 N 1.398 -2.963 -2.308
77 C 0.138 -3.442 -2.483
78 C -0.333 -3.756 -3.794
79 C 0.468 -3.633 -4.920
80 C 1.778 -3.294 -4.646
81 C 2.227 -2.859 -3.402
82 C 0.049 -4.166 -6.273
83 C 0.818 -5.169 -6.900
84 C 0.295 -5.759 -8.053
85 N -0.819 -5.206 -8.656
86 C -1.589 -4.244 -8.078
87 C -1.169 -3.753 -6.803
88 C -1.162 -5.766 -9.973
89 H 2.469 -1.852 -0.916
90 H 2.776 -3.554 -0.828
91 H 1.171 -3.050 -0.327
92 H -0.475 -3.552 -1.601
93 H -1.329 -4.139 -3.963
94 H 2.525 -3.186 -5.420
95 H 3.239 -2.565 -3.168
96 H 1.699 -5.559 -6.412
97 H 0.766 -6.563 -8.600
98 H -2.513 -4.002 -8.582
99 H -1.904 -3.076 -6.391
100 H -1.240 -6.853 -9.950
101 H -0.431 -5.530 -10.747
102 H -2.122 -5.354 -10.281
103 As 4.535 -3.010 2.586
104 F 2.853 -3.313 2.109
105 F 5.099 -3.278 0.958
106 F 6.292 -2.588 2.831
107 F 4.081 -2.820 4.315
108 F 4.777 -4.777 2.939
109 F 4.127 -1.295 2.333
110 As 3.436 4.487 1.897
111 F 2.578 4.440 0.343
112 F 3.799 2.725 1.718
113 F 4.273 4.404 3.417
114 F 2.884 6.188 2.127
115 F 1.950 4.016 2.685
116 F 5.057 4.854 1.154
117 As 3.289 1.345 5.716
118 F 3.753 1.430 3.990
119 F 2.232 2.744 5.435
120 F 2.811 1.159 7.361
121 F 4.460 0.048 5.931
122 F 4.412 2.593 6.119
123 F 2.009 0.177 5.151

**E**: -321184.8678 eV
**M**: 1313.6 g mol⁻¹
**Spin multiplicity**: 6
**Maximum force**: 0.1138 hartree/bohr
**HOMO energy (spin up / spin down)**: -12.939 / -17.157 eV
**Total charge**: +4
**Expectation value of S²**: 8.77
**LUMO energy (spin up / spin down)**: -10.487 / -10.487 eV

# 2
Density functional theory data (wB97M-V/def2-TZVPD) for a cluster of 9 separate species, C36H64F6N10O6P in total at a distorted geometry.

Geometry (Å):
1 C 28.217 30.350 21.253
2 C 28.066 31.813 21.717
3 N 28.240 31.924 23.155
4 C 29.481 31.834 23.727
5 C 29.298 31.693 25.111
6 N 27.959 31.794 25.370
7 C 27.299 31.952 24.202
8 C 27.348 31.833 26.706
9 H 27.783 29.562 21.868
10 H 29.266 30.084 21.129
11 H 27.733 30.200 20.288
12 H 27.036 32.107 21.516
13 H 28.730 32.409 21.091
14 H 30.352 31.684 23.108
15 H 30.051 31.580 25.878
16 H 26.221 31.922 24.143
17 H 28.004 31.562 27.533
18 H 26.691 30.964 26.684
19 H 26.778 32.729 26.952
20 C 18.429 22.164 23.904
21 C 18.660 20.716 24.343
22 N 19.978 20.218 23.982
23 C 21.092 20.620 24.610
24 C 22.248 20.097 23.978
25 N 21.749 19.325 22.983
26 C 20.388 19.417 22.956
27 C 22.634 18.654 22.000
28 H 17.382 22.446 23.794
29 H 18.843 22.428 22.931
30 H 18.833 22.884 24.615
31 H 17.828 20.131 23.953
32 H 18.604 20.528 25.416
33 H 21.066 21.277 25.467
34 H 23.297 20.290 24.145
35 H 19.825 18.770 22.300
36 H 22.140 18.613 21.029
37 H 22.765 17.621 22.323
38 H 23.592 19.172 21.969
39 C 21.047 29.240 20.671
40 C 19.976 28.624 21.541
41 N 19.087 29.565 22.250
42 C 18.194 29.324 23.248
43 C 17.418 30.511 23.416
44 N 17.938 31.490 22.608
45 C 18.953 30.911 21.870
46 C 17.721 32.961 22.723
47 H 21.732 28.455 20.352
48 H 21.576 30.091 21.099
49 H 20.650 29.604 19.723
50 H 20.471 28.003 22.288
51 H 19.257 28.000 21.010
52 H 17.989 28.380 23.731
53 H 16.589 30.783 24.052
54 H 19.366 31.341 20.970
55 H 16.714 33.235 22.409
56 H 18.461 33.448 22.088
57 H 17.749 33.252 23.773
58 C 26.667 22.802 29.501
59 C 27.409 21.543 29.050
60 N 28.860 21.765 29.264
61 C 29.397 22.168 30.414
62 C 30.827 21.984 30.349
63 N 31.122 21.490 29.070
64 C 29.894 21.528 28.372
65 C 32.428 21.204 28.546
66 H 25.607 22.784 29.247
67 H 27.060 23.627 28.906
68 H 26.691 23.008 30.571
69 H 27.155 21.095 28.089
70 H 27.187 20.708 29.714
71 H 28.803 22.456 31.269
72 H 31.592 22.240 31.066
73 H 29.733 21.294 27.329
74 H 32.759 20.230 28.906
75 H 33.133 21.949 28.915
76 H 32.411 21.175 27.456
77 C 33.799 26.470 29.870
78 C 33.695 27.511 28.729
79 N 32.756 27.221 27.701
80 C 31.372 27.383 27.954
81 C 30.755 26.942 26.789
82 N 31.677 26.629 25.802
83 C 32.904 26.768 26.380
84 C 31.357 26.156 24.475
85 H 32.838 26.362 30.374
86 H 34.457 26.873 30.640
87 H 34.103 25.517 29.439
88 H 34.674 27.656 28.272
89 H 33.493 28.502 29.136
90 H 30.917 27.641 28.899
91 H 29.713 26.751 26.583
92 H 33.843 26.536 25.900
93 H 30.857 25.188 24.498
94 H 32.167 26.262 23.753
95 H 30.521 26.801 24.206
96 C 25.157 24.300 21.682
97 C 25.428 24.895 23.052
98 O 25.879 24.114 23.923
99 O 25.396 26.121 23.232
100 H 25.448 25.008 20.906
101 H 24.097 24.117 21.504
102 H 25.723 23.383 21.516
103 C 29.069 20.107 21.608
104 C 29.506 19.151 22.705
105 O 28.661 18.350 23.190
106 O 30.700 19.180 23.090
107 H 28.145 19.745 21.158
108 H 29.856 20.200 20.860
109 H 28.826 21.096 21.997
110 C 19.735 22.545 18.450
111 C 18.302 21.990 18.750
112 O 18.224 20.772 18.872
113 O 17.328 22.783 18.546
114 H 19.599 23.193 17.585
115 H 20.529 21.810 18.317
116 H 20.013 23.139 19.321
117 P 26.418 27.115 14.583
118 F 25.619 28.283 15.334
119 F 26.977 28.220 13.517
120 F 27.758 27.362 15.444
121 F 27.420 25.986 13.846
122 F 25.889 25.931 15.651
123 F 25.164 26.802 13.660

**E**: -91136.4724 eV
**M**: 877.9 g mol⁻¹
**Spin multiplicity**: 1
**Maximum force**: 0.1014 hartree/bohr
**HOMO energy**: -6.445 eV
**Total charge**: +1
**LUMO energy**: -3.992 eV